# 1
The following is a DFT calculation (ωB97M-V/def2-TZVPD) of C7H5ClN2 in the gas phase at a distorted geometry.

Structure (XYZ):
```
15
Properties=species:S:1:pos:R:3:mulliken_charge:R:1
C -1.46838 1.71438 0.08013 -0.43
C -0.10430 1.78071 -0.02904 -0.43
C -1.83840 0.41063 0.00966 0.20
C -0.63005 -0.43876 -0.03184 0.40
C -0.24630 -1.79629 -0.07355 -0.52
C 1.93245 -1.25377 0.06350 -0.34
C 1.70262 0.07388 0.02913 -0.33
N 0.94458 -2.19719 0.07898 -0.65
N 0.40926 0.53748 0.00279 0.12
Cl -3.39830 -0.26204 0.04912 -0.19
H -2.25659 2.42867 0.14818 0.42
H 0.65627 2.48943 -0.12077 0.41
H -0.97713 -2.47481 -0.19275 0.46
H 2.83276 -1.75599 0.08288 0.46
H 2.44151 0.74367 -0.09642 0.41
```

Spin multiplicity: 3
Kohn-Sham gap (alpha / beta): 5.84 / 7.10 eV
Charge: 0

=====

# 2
The following is a DFT calculation (ωB97M-V/def2-TZVPD) of C7H5F6MnNO4Sb as an isolated structure at a distorted geometry.

Structure (XYZ):
```
25
Properties=species:S:1:pos:R:3:mulliken_charge:R:1
Mn -0.99853 1.15390 -2.11372 1.31
O 1.70029 3.15551 0.41342 -0.29
C 0.73171 2.48153 -0.06047 0.48
O 0.25507 2.53471 -1.19701 -0.46
C 0.08827 1.48877 0.90699 0.46
C 0.42804 1.15157 2.29251 -0.13
C -0.32539 0.14176 2.90679 -0.72
C -1.32103 -0.51703 2.20823 -0.33
C -1.57097 -0.10429 0.83732 0.90
N -0.87452 0.87416 0.29721 -0.19
C -2.54438 -0.63226 -0.24746 0.52
O -3.37562 -1.57527 -0.08436 -0.32
O -2.46038 -0.05263 -1.33508 -0.46
H 2.13619 3.79099 -0.20116 0.49
H 1.23942 1.65624 2.80935 0.56
H -0.11869 -0.13405 3.93434 0.53
H -1.88189 -1.31625 2.68175 0.36
H -3.48718 -2.03404 0.77067 0.39
F 0.15684 -0.03771 -1.87287 0.02
Sb 2.13001 -2.10145 -2.19440 2.30
F 1.35361 -1.65267 -3.81500 -0.49
F 3.37582 -3.39452 -2.38775 -0.37
F 0.46869 -2.86387 -1.83315 -0.52
F 1.96701 -1.58453 -0.38913 -0.55
F 2.92761 -0.42854 -2.32702 -0.50
```

Spin multiplicity: 6
Kohn-Sham gap (alpha / beta): 5.87 / 4.99 eV
Charge: +3

=====

Listing energy for the structures above in their given order: -839.28995, -2614.67465 a.u..